1.
99
Properties=species:S:1:pos:R:3 method="wB97M-V/def2-TZVPD" total_charge=+3 e_homo_ev=-15.611 multiplicity=1 e_lumo_ha=-0.3219 energy_ev=-106776.0478
Pt 0.081 0.260 -0.152
Cl 6.063 -3.370 -1.785
C 4.850 -2.308 -1.193
C 4.968 -1.750 0.085
C 3.994 -0.907 0.577
C 2.865 -0.595 -0.183
O 1.995 0.254 0.382
C 2.745 -1.147 -1.475
C 1.648 -0.899 -2.357
N 0.558 -0.274 -2.062
C -0.476 -0.033 -3.002
C -0.328 -0.007 -4.364
C -1.461 0.151 -5.185
C -2.708 0.283 -4.637
C -2.874 0.315 -3.233
C -4.127 0.488 -2.597
C -4.181 0.566 -1.235
C -2.994 0.493 -0.493
N -1.812 0.312 -1.047
C -1.736 0.194 -2.417
C 3.759 -1.997 -1.964
H 5.834 -1.988 0.689
H 4.088 -0.472 1.564
H 1.750 -1.264 -3.376
H 0.650 -0.104 -4.818
H -1.336 0.160 -6.258
H -3.580 0.386 -5.270
H -5.024 0.571 -3.198
H -5.113 0.705 -0.706
H -3.024 0.609 0.578
H 3.666 -2.421 -2.956
O -1.218 1.256 2.790
S 0.004 0.980 2.059
C 0.982 2.480 2.028
C 1.283 3.095 3.234
C 2.030 4.267 3.217
C 2.442 4.822 2.014
C 2.039 4.257 0.809
C 1.285 3.090 0.809
P 0.367 2.595 -0.658
C 1.297 2.992 -2.128
C 0.843 3.887 -3.097
C 1.641 4.161 -4.199
C 2.882 3.555 -4.332
C 3.346 2.679 -3.355
C 2.559 2.396 -2.254
C -1.193 3.479 -0.596
C -1.549 4.221 0.533
C -2.766 4.886 0.568
C -3.629 4.821 -0.515
C -3.278 4.088 -1.644
C -2.071 3.415 -1.686
C 0.963 -0.336 2.859
C 1.723 -0.080 3.985
C 2.393 -1.130 4.604
C 2.303 -2.415 4.099
C 1.534 -2.668 2.969
C 0.853 -1.636 2.342
P -0.286 -1.910 0.959
C -1.826 -2.327 1.825
C -2.774 -1.412 2.270
C -3.844 -1.830 3.047
C -3.971 -3.164 3.401
C -3.010 -4.081 2.995
C -1.943 -3.669 2.216
C 0.154 -3.339 -0.029
C -0.843 -4.034 -0.720
C -0.497 -5.088 -1.549
C 0.835 -5.457 -1.692
C 1.829 -4.767 -1.010
C 1.494 -3.704 -0.187
H 0.925 2.698 4.173
H 2.286 4.746 4.152
H 3.035 5.726 2.011
H 2.279 4.745 -0.127
H -0.106 4.391 -2.988
H 1.298 4.864 -4.946
H 3.502 3.781 -5.189
H 4.328 2.234 -3.447
H 2.933 1.738 -1.478
H -0.884 4.301 1.382
H -3.032 5.466 1.441
H -4.571 5.351 -0.487
H -3.943 4.054 -2.497
H -1.801 2.866 -2.580
H 1.830 0.913 4.390
H 2.988 -0.930 5.485
H 2.826 -3.227 4.586
H 1.455 -3.677 2.585
H -2.655 -0.355 2.103
H -4.566 -1.104 3.394
H -4.807 -3.488 4.007
H -3.088 -5.119 3.287
H -1.205 -4.401 1.915
H -1.886 -3.764 -0.605
H -1.271 -5.632 -2.073
H 1.097 -6.291 -2.329
H 2.864 -5.068 -1.108
H 2.275 -3.188 0.359

=====

2.
113
Properties=species:S:1:pos:R:3 method="wB97M-V/def2-TZVPD" total_charge=-1 relative_energy_kj_mol=80.4 e_homo_ev=-4.823 multiplicity=1 e_lumo_ha=0.0516 energy_ev=-118951.6347
In 0.072 0.126 0.199
C -1.391 5.506 -2.070
C -0.941 5.311 -0.775
C -1.001 4.052 -0.184
C -1.510 2.959 -0.885
C -1.937 3.167 -2.202
C -1.889 4.421 -2.781
N -1.623 1.666 -0.321
C -2.856 1.148 -0.328
C -4.056 1.937 -0.389
C -5.288 1.358 -0.341
C -5.463 -0.043 -0.244
C -4.356 -0.835 -0.200
C -3.068 -0.262 -0.250
N -1.929 -0.999 -0.339
N -1.990 -2.242 -0.498
C -0.715 -2.818 -0.681
C -0.678 -4.140 -1.106
C 0.553 -4.711 -1.363
C 1.700 -3.954 -1.180
C 1.570 -2.652 -0.731
N 0.385 -2.097 -0.480
H -1.340 6.486 -2.528
H -0.547 6.144 -0.205
H -0.684 3.934 0.840
H -2.308 2.320 -2.762
H -2.220 4.546 -3.805
H -3.966 3.013 -0.447
H -6.164 1.998 -0.361
H -6.456 -0.467 -0.184
H -4.426 -1.911 -0.120
H -1.611 -4.667 -1.242
H 0.616 -5.734 -1.712
H 2.685 -4.350 -1.381
H 2.425 -2.019 -0.550
O -0.524 -0.233 2.169
C -1.302 0.444 3.081
C -1.284 1.979 2.814
C 0.119 2.484 2.686
C 0.731 3.187 3.716
C 2.031 3.634 3.554
C 2.710 3.327 2.389
C 2.055 2.572 1.427
C 2.745 2.019 0.197
C 3.184 0.547 0.527
O 2.057 -0.209 0.750
C 4.058 0.600 1.791
C 5.222 1.366 1.837
C 6.022 1.375 2.968
C 5.682 0.593 4.066
C 4.547 -0.200 4.011
C 3.741 -0.196 2.879
C 4.034 -0.121 -0.577
C 4.984 -1.090 -0.242
C 5.636 -1.821 -1.224
C 5.361 -1.596 -2.566
C 4.424 -0.637 -2.912
C 3.768 0.083 -1.925
N 0.781 2.207 1.553
C -0.710 0.259 4.492
C -1.459 0.461 5.648
C -0.866 0.383 6.901
C 0.490 0.104 7.014
C 1.241 -0.100 5.866
C 0.643 -0.026 4.615
C -2.732 -0.109 3.089
C -3.880 0.669 3.149
C -5.137 0.077 3.233
C -5.259 -1.301 3.258
C -4.116 -2.088 3.175
C -2.869 -1.497 3.088
H -1.816 2.159 1.881
H -1.787 2.516 3.621
H 0.181 3.373 4.629
H 2.517 4.203 4.337
H 3.732 3.637 2.233
H 1.148 2.650 -0.781
H 3.611 2.627 -0.078
H 5.521 1.946 0.971
H 6.920 1.980 2.989
H 6.307 0.594 4.950
H 4.293 -0.838 4.849
H 2.862 -0.822 2.805
H 5.213 -1.291 0.796
H 6.363 -2.570 -0.934
H 5.872 -2.167 -3.332
H 4.178 -0.455 -3.950
H 3.023 0.808 -2.205
H -2.520 0.672 5.573
H -1.466 0.535 7.790
H 0.954 0.044 7.991
H 2.301 -0.309 5.941
H 1.206 -0.182 3.706
H -3.813 1.750 3.122
H -6.020 0.703 3.267
H -6.238 -1.761 3.322
H -4.201 -3.169 3.173
H -1.972 -2.100 3.014
F 0.987 3.703 -3.164
C 2.025 3.597 -3.982
F 1.839 4.436 -5.002
F 3.127 4.001 -3.313
S 2.363 1.839 -4.596
O 1.836 1.976 -0.892
O 2.584 2.061 -6.028
N 0.878 1.234 -4.386
S 0.419 0.044 -3.544
O 1.238 -1.141 -3.579
O -0.149 0.353 -2.234
C -1.098 -0.402 -4.488
F -1.747 -1.375 -3.836
F -0.778 -0.856 -5.702
F -1.935 0.628 -4.633

=====

3.
113
Properties=species:S:1:pos:R:3 method="wB97M-V/def2-TZVPD" e_homo_ev=-9.184 multiplicity=1 e_lumo_ha=-0.0692 energy_ev=-111062.5605
O 2.651 8.549 0.542
C 1.975 7.559 0.374
C 2.296 6.578 -0.695
C 1.551 5.492 -0.880
C 0.372 5.214 -0.025
O -0.308 4.220 -0.194
C 0.050 6.190 1.044
C 0.793 7.277 1.229
H 3.162 6.801 -1.306
H 1.768 4.765 -1.654
H -0.816 5.965 1.654
H 0.577 8.004 2.002
O 5.153 -7.417 0.900
C 5.219 -6.339 1.454
C 4.002 -5.530 1.708
C 4.083 -4.343 2.304
C 5.384 -3.783 2.733
O 5.457 -2.691 3.264
C 6.602 -4.594 2.482
C 6.527 -5.780 1.887
H 3.062 -5.954 1.372
H 3.211 -3.731 2.495
H 7.542 -4.162 2.803
H 7.400 -6.389 1.688
O 1.117 -6.679 1.408
C 0.552 -7.717 1.129
C 1.017 -8.551 -0.006
C 0.403 -9.689 -0.318
C -0.770 -10.169 0.455
O -1.330 -11.206 0.173
C -1.233 -9.331 1.592
C -0.618 -8.193 1.904
H 1.875 -8.179 -0.552
H 0.722 -10.315 -1.141
H -2.089 -9.699 2.141
H -0.936 -7.566 2.727
O -4.707 2.484 -2.904
C -4.596 3.578 -2.396
C -5.777 4.452 -2.180
C -5.653 5.654 -1.622
C -4.330 6.169 -1.191
O -4.217 7.263 -0.675
C -3.151 5.297 -1.408
C -3.273 4.096 -1.965
H -6.733 4.057 -2.498
H -6.503 6.304 -1.455
H -2.197 5.690 -1.088
H -2.423 3.445 -2.127
O 9.039 1.978 -6.388
C 8.359 1.161 -5.803
C 7.875 -0.064 -6.490
C 7.127 -0.960 -5.853
C 6.746 -0.775 -4.428
O 6.062 -1.597 -3.856
C 7.231 0.447 -3.739
C 7.979 1.343 -4.381
H 8.165 -0.179 -7.526
H 6.764 -1.859 -6.335
H 6.947 0.570 -2.700
H 8.345 2.241 -3.901
O -6.374 6.772 5.296
C -6.841 6.528 4.205
C -6.036 6.702 2.968
C -6.548 6.433 1.771
C -7.942 5.948 1.621
O -8.404 5.700 0.524
C -8.749 5.774 2.854
C -8.235 6.043 4.051
H -5.022 7.057 3.100
H -5.981 6.555 0.859
H -9.760 5.422 2.724
H -8.806 5.922 4.963
O 7.071 -5.925 -5.477
C 6.245 -5.845 -4.593
C 5.142 -4.854 -4.656
C 4.238 -4.762 -3.686
C 4.292 -5.650 -2.501
O 3.467 -5.570 -1.614
C 5.394 -6.642 -2.434
C 6.300 -6.733 -3.404
H 5.123 -4.216 -5.529
H 3.432 -4.041 -3.710
H 5.412 -7.275 -1.555
H 7.114 -7.447 -3.376
O -11.153 -1.083 5.666
C -11.089 0.073 5.312
C -10.543 0.443 3.981
C -10.471 1.714 3.595
C -10.933 2.813 4.477
O -10.865 3.972 4.122
C -11.477 2.446 5.807
C -11.551 1.176 6.194
H -10.213 -0.375 3.355
H -10.077 2.007 2.630
H -11.807 3.265 6.433
H -11.945 0.883 7.159
Si -0.184 0.025 -1.585
C 0.687 1.288 -0.465
C 2.051 0.729 0.000
S 3.366 1.716 -0.769
C 4.762 0.870 -0.181
N 5.966 0.881 -0.660
N 6.723 0.072 0.187
C 5.912 -0.356 1.093
O 4.651 0.099 0.935
H 0.179 0.223 -3.005
H 0.269 -1.325 -1.181
H -1.649 0.067 -1.405
H 0.062 1.386 0.415
H 0.788 2.245 -0.955
H 2.132 0.741 1.079
H 2.202 -0.292 -0.328
H 6.171 -1.000 1.908

=====

4.
99
Properties=species:S:1:pos:R:3 method="wB97M-V/def2-TZVPD" total_charge=+1 relative_energy_kj_mol=0.0 e_homo_ev=-10.056 multiplicity=1 e_lumo_ha=-0.0823 energy_ev=-88049.1708
Pt -0.701 -0.332 0.059
O 1.794 2.213 0.391
C 3.020 1.729 -0.003
C 4.230 2.353 0.279
C 5.407 1.793 -0.187
C 5.389 0.606 -0.904
C 4.192 -0.060 -1.082
C 2.990 0.481 -0.621
P 1.568 -0.675 -0.448
C 1.641 -1.668 -1.973
C 1.974 -1.071 -3.186
C 1.847 -1.774 -4.377
C 1.391 -3.083 -4.364
C 1.067 -3.688 -3.156
C 1.184 -2.987 -1.967
C 2.376 -1.651 0.876
C 2.399 -1.083 2.148
C 3.072 -1.707 3.186
C 3.729 -2.910 2.962
C 3.718 -3.475 1.695
C 3.053 -2.844 0.652
C 1.336 3.487 0.155
C 2.124 4.629 0.044
C 1.516 5.859 -0.147
C 0.137 5.969 -0.239
C -0.632 4.823 -0.194
C -0.045 3.570 -0.007
P -1.025 2.071 -0.377
C -2.676 2.506 0.261
C -2.814 3.254 1.430
C -4.065 3.437 2.006
C -5.188 2.876 1.419
C -5.061 2.126 0.257
C -3.813 1.933 -0.316
C -1.136 2.329 -2.192
C -0.110 1.797 -2.971
C -0.078 2.009 -4.340
C -1.077 2.756 -4.949
C -2.096 3.300 -4.180
C -2.122 3.096 -2.807
H 4.262 3.239 0.891
H 6.348 2.283 0.026
H 6.309 0.175 -1.274
H 4.190 -1.031 -1.562
H 2.340 -0.051 -3.209
H 2.111 -1.299 -5.312
H 1.293 -3.633 -5.290
H 0.715 -4.712 -3.140
H 0.918 -3.467 -1.034
H 1.866 -0.155 2.335
H 3.069 -1.257 4.170
H 4.250 -3.405 3.770
H 4.232 -4.410 1.514
H 3.057 -3.298 -0.331
H 3.196 4.578 0.084
H 2.136 6.741 -0.226
H -0.330 6.934 -0.379
H -1.702 4.897 -0.334
H -1.944 3.700 1.897
H -4.157 4.020 2.913
H -6.163 3.022 1.865
H -5.935 1.685 -0.204
H -3.723 1.329 -1.210
H 0.668 1.203 -2.506
H 0.723 1.582 -4.930
H -1.062 2.913 -6.019
H -2.874 3.889 -4.647
H -2.920 3.537 -2.224
I -2.023 -0.914 -2.335
C -2.413 -2.796 -1.576
C -3.233 -3.617 -2.295
C -3.477 -4.930 -1.847
C -2.876 -5.367 -0.707
C -2.024 -4.524 0.049
C -1.417 -5.028 1.225
C -0.612 -4.224 1.965
C -0.385 -2.888 1.566
C -0.922 -2.333 0.434
C -1.776 -3.183 -0.365
H -3.692 -3.266 -3.210
H -4.130 -5.577 -2.416
H -3.040 -6.377 -0.353
H -1.613 -6.053 1.516
H -0.138 -4.592 2.867
H 0.238 -2.288 2.210
N -2.116 -0.127 1.796
C -1.496 -0.196 3.090
C -1.663 -1.306 3.901
C -1.020 -1.357 5.131
C -0.223 -0.304 5.552
C -0.069 0.810 4.736
C -0.701 0.865 3.504
H -2.812 -0.855 1.672
H -2.580 0.767 1.673
H -2.285 -2.130 3.572
H -1.151 -2.226 5.762
H 0.270 -0.345 6.514
H 0.549 1.639 5.056
H -0.556 1.718 2.851